Version one
Molecular formula: C5H14
Method: DFT, ωB97M-V with the def2-TZVPD basis set

Calculated values
* highest occupied orbital energy: -10.764 eV
* M: 74.167 g/mol
* total charge: 0
* E_LUMO: 1.21 eV
* SMILES: CCC.CC
* HOMO-LUMO gap: 11.97 eV

Geometry as XYZ:
```
19
Properties=species:S:1:pos:R:3:lowdin_charge:R:1
C 1.400 0.114 -0.560 -0.1644
C 1.287 1.401 0.299 -0.3345
C 1.590 1.035 1.686 -0.1659
H 0.717 0.117 -1.409 0.0397
H 2.303 0.171 -1.215 0.0690
H 1.615 -0.868 0.071 0.1165
H 2.070 2.124 -0.144 0.1240
H 0.199 1.811 0.204 0.1248
H 0.818 0.637 2.269 0.0487
H 2.359 0.163 1.577 0.1056
H 1.804 1.871 2.316 0.0613
C -2.162 -1.715 -0.229 -0.1374
C -1.846 -0.367 -0.996 -0.1318
H -1.842 -2.515 -0.906 0.0485
H -1.592 -1.977 0.723 0.0804
H -3.192 -1.964 -0.171 0.0337
H -2.514 0.440 -0.684 0.0643
H -2.181 -0.432 -1.959 0.0283
H -0.833 -0.047 -0.872 -0.0109
```

***

Version two
Molecular formula: C5H14
Method: DFT, ωB97M-V with the def2-TZVPD basis set

Calculated values
* highest occupied orbital energy: -11.393 eV
* M: 74.167 g/mol
* total charge: 0
* E_LUMO: 1.09 eV
* SMILES: CCC.CC
* HOMO-LUMO gap: 12.48 eV

Geometry as XYZ:
```
19
Properties=species:S:1:pos:R:3:lowdin_charge:R:1
C 1.321 -1.471 1.867 -0.1160
C 0.131 -0.872 1.071 -0.3238
C -0.919 -1.945 0.806 -0.1302
H 2.236 -0.939 1.616 0.0611
H 1.477 -2.503 1.551 0.0666
H 1.135 -1.393 2.934 0.0657
H -0.264 -0.009 1.608 0.0998
H 0.549 -0.558 0.120 0.0669
H -1.824 -1.564 0.337 0.0610
H -0.510 -2.662 0.087 0.0728
H -1.197 -2.490 1.709 0.0705
C -0.361 1.746 -1.133 -0.1829
C -0.157 2.453 -2.471 -0.1661
H -0.608 0.697 -1.335 0.0532
H 0.603 1.606 -0.654 0.0534
H -1.134 2.103 -0.461 0.0663
H -1.129 2.567 -2.968 0.0612
H 0.316 1.745 -3.143 0.0602
H 0.287 3.444 -2.435 0.0604
```

***

Version three
Molecular formula: C5H14
Method: DFT, ωB97M-V with the def2-TZVPD basis set

Calculated values
* highest occupied orbital energy: -11.087 eV
* M: 74.167 g/mol
* total charge: 0
* E_LUMO: 1.15 eV
* SMILES: CCC.CC
* HOMO-LUMO gap: 12.24 eV

Geometry as XYZ:
```
19
Properties=species:S:1:pos:R:3:lowdin_charge:R:1
C 1.783 -0.525 0.532 -0.1297
C 1.007 0.590 1.254 -0.3035
C -0.048 0.036 2.254 -0.1143
H 1.245 -1.473 0.550 0.0626
H 1.851 -0.378 -0.554 0.0561
H 2.812 -0.502 0.880 0.0650
H 1.692 1.232 1.799 0.0874
H 0.533 1.233 0.515 0.0823
H -1.082 0.198 1.924 0.0560
H -0.004 -1.048 2.244 0.0607
H 0.035 0.608 3.171 0.0618
C -1.397 0.611 -2.255 -0.1577
C -1.068 -0.590 -1.360 -0.1608
H -1.966 0.319 -3.138 0.0593
H -1.936 1.377 -1.696 0.0613
H -0.470 1.052 -2.631 0.0592
H -1.032 -0.325 -0.308 0.0347
H -0.136 -1.049 -1.682 0.0560
H -1.819 -1.367 -1.498 0.0635
```

***

The structure with the least stability is version one.

***

Version one
Molecular formula: C5H14
Method: DFT, ωB97M-V with the def2-TZVPD basis set

Calculated values
* highest occupied orbital energy: -11.193 eV
* M: 74.167 g/mol
* total charge: 0
* E_LUMO: 1.12 eV
* SMILES: CCC.CC
* HOMO-LUMO gap: 12.32 eV

Geometry as XYZ:
```
19
Properties=species:S:1:pos:R:3:lowdin_charge:R:1
C -1.241 2.636 0.945 -0.1193
C -1.481 1.778 -0.341 -0.2826
C -0.204 1.349 -1.172 -0.0878
H -1.316 1.907 1.755 0.0614
H -0.276 3.144 0.933 0.0599
H -1.965 3.424 1.131 0.0558
H -2.181 2.401 -0.902 0.0850
H -1.943 0.836 -0.066 0.0790
H -0.243 1.658 -2.205 0.0605
H -0.308 0.285 -1.037 0.0258
H 0.678 1.678 -0.625 0.0629
C 1.577 -3.362 0.368 -0.1692
C 1.103 -1.966 0.058 -0.2053
H 2.376 -3.606 -0.330 0.0644
H 1.936 -3.402 1.401 0.0642
H 0.774 -4.095 0.361 0.0628
H 0.151 -1.727 0.552 0.0625
H 0.755 -1.796 -0.976 0.0567
H 1.807 -1.142 0.151 0.0634
```

***

Version two
Molecular formula: C5H14
Method: DFT, ωB97M-V with the def2-TZVPD basis set

Calculated values
* highest occupied orbital energy: -10.937 eV
* M: 74.167 g/mol
* total charge: 0
* E_LUMO: 1.10 eV
* SMILES: CCC.CC
* HOMO-LUMO gap: 12.03 eV

Geometry as XYZ:
```
19
Properties=species:S:1:pos:R:3:lowdin_charge:R:1
C 0.097 2.154 0.056 -0.1581
C 0.040 1.406 1.390 -0.3278
C -1.474 1.250 1.837 -0.1136
H -0.302 3.178 0.252 0.0788
H -0.405 1.453 -0.755 0.0978
H 1.153 2.212 -0.255 0.0603
H 0.468 0.328 1.230 0.1072
H 0.637 1.987 2.072 0.0794
H -1.806 2.251 2.314 0.0999
H -2.044 1.000 1.013 0.0235
H -1.574 0.433 2.532 0.0499
C 0.544 -2.965 -1.698 -0.1664
C 0.680 -1.478 -1.356 -0.1937
H 0.618 -3.602 -0.831 0.0454
H -0.345 -3.221 -2.306 0.0701
H 1.625 -3.167 -2.079 0.0908
H 0.376 -0.721 -2.010 0.0321
H 1.672 -1.284 -0.956 0.0619
H 0.040 -1.215 -0.451 0.0625
```

***

The structure with the least stability is version two.

***

Version one
Molecular formula: C5H14
Method: DFT, ωB97M-V with the def2-TZVPD basis set

Calculated values
* highest occupied orbital energy: -10.554 eV
* M: 74.167 g/mol
* total charge: 0
* E_LUMO: 1.14 eV
* SMILES: CCC.CC
* HOMO-LUMO gap: 11.70 eV

Geometry as XYZ:
```
19
Properties=species:S:1:pos:R:3:lowdin_charge:R:1
C 0.814 -1.004 -0.768 -0.1530
C 0.877 -1.758 0.508 -0.4174
C 1.612 -1.118 1.616 -0.1540
H -0.056 -1.535 -1.331 0.1025
H 1.794 -1.286 -1.339 0.1013
H 0.745 0.118 -0.704 0.0606
H -0.169 -2.103 0.853 0.1195
H 1.255 -2.820 0.486 0.1134
H 1.039 -0.448 2.258 0.0677
H 2.052 -1.855 2.281 0.0638
H 2.480 -0.566 1.172 0.0891
C -1.724 1.746 0.109 -0.1702
C -1.511 1.985 -1.479 -0.1397
H -1.140 0.851 0.655 0.0801
H -1.250 2.686 0.549 0.0572
H -2.751 1.839 0.516 0.0458
H -0.535 1.503 -1.724 0.0457
H -1.622 3.065 -1.569 0.0561
H -2.244 1.446 -2.022 0.0315
```

***

Version two
Molecular formula: C5H14
Method: DFT, ωB97M-V with the def2-TZVPD basis set

Calculated values
* highest occupied orbital energy: -10.999 eV
* M: 74.167 g/mol
* total charge: 0
* E_LUMO: 1.17 eV
* SMILES: CCC.CC
* HOMO-LUMO gap: 12.17 eV

Geometry as XYZ:
```
19
Properties=species:S:1:pos:R:3:lowdin_charge:R:1
C -0.112 2.364 0.410 -0.1331
C 1.065 1.401 0.240 -0.3075
C 0.881 0.681 -1.100 -0.1328
H -1.049 1.822 0.297 0.0673
H -0.048 3.331 -0.081 0.0672
H -0.246 2.648 1.478 0.0718
H 2.078 1.687 0.517 0.0992
H 0.922 0.618 1.006 0.0779
H 0.619 1.471 -1.823 0.0720
H 1.822 0.283 -1.496 0.0725
H 0.078 -0.049 -1.188 0.0370
C -0.996 -1.695 0.907 -0.1373
C -0.500 -2.288 -0.426 -0.1855
H -0.585 -2.296 1.708 0.0611
H -0.757 -0.651 1.068 0.0320
H -2.078 -1.845 0.904 0.0664
H 0.538 -2.060 -0.654 0.0493
H -1.061 -2.037 -1.318 0.0574
H -0.568 -3.385 -0.451 0.0651
```

***

Version three
Molecular formula: C5H14
Method: DFT, ωB97M-V with the def2-TZVPD basis set

Calculated values
* highest occupied orbital energy: -10.333 eV
* M: 74.167 g/mol
* total charge: 0
* E_LUMO: 1.13 eV
* SMILES: CCC.CC
* HOMO-LUMO gap: 11.46 eV

Geometry as XYZ:
```
19
Properties=species:S:1:pos:R:3:lowdin_charge:R:1
C 0.289 -0.993 1.418 -0.1187
C -1.258 -0.885 1.346 -0.2801
C -1.916 0.409 0.916 -0.1090
H 0.682 -0.199 0.866 -0.0127
H 0.578 -1.927 1.027 0.0559
H 0.887 -0.839 2.348 0.0900
H -1.551 -1.742 0.729 0.0970
H -1.455 -1.147 2.422 0.1072
H -1.502 0.881 0.098 0.0110
H -2.930 0.326 0.579 0.0670
H -1.789 1.152 1.712 0.0864
C 1.878 0.325 -2.103 -0.1901
C 0.817 1.095 -1.410 -0.1539
H 1.430 -0.369 -2.788 0.0518
H 2.617 0.669 -2.904 0.0894
H 2.644 -0.168 -1.581 0.0391
H -0.136 0.961 -1.808 0.0381
H 1.036 2.116 -1.391 0.0472
H 0.627 0.577 -0.308 0.0844
```

***

The structure with the least stability is version three.

***

Version one
Molecular formula: C5H14
Method: DFT, ωB97M-V with the def2-TZVPD basis set

Calculated values
* highest occupied orbital energy: -10.435 eV
* M: 74.167 g/mol
* total charge: 0
* E_LUMO: 1.09 eV
* SMILES: CCC.CC
* HOMO-LUMO gap: 11.52 eV

Geometry as XYZ:
```
19
Properties=species:S:1:pos:R:3:lowdin_charge:R:1
C 1.235 -0.349 0.751 -0.1219
C 1.150 0.375 2.108 -0.3534
C 0.285 1.615 2.121 -0.1438
H 2.111 -0.862 0.692 0.0249
H 1.088 0.301 -0.131 0.0804
H 0.404 -1.092 0.880 0.0739
H 0.953 -0.400 2.918 0.1198
H 2.143 0.713 2.309 0.0759
H -0.760 1.392 1.681 0.0963
H 0.358 2.090 3.147 0.0837
H 0.768 2.354 1.472 0.0625
C -1.220 -0.196 -2.792 -0.1666
C -1.112 -1.363 -1.783 -0.1792
H -1.308 0.777 -2.279 0.0571
H -0.375 -0.106 -3.551 0.0898
H -2.201 -0.211 -3.151 0.0266
H -0.530 -2.274 -2.142 0.0936
H -1.917 -1.936 -1.495 0.0084
H -1.070 -0.826 -0.757 0.0721
```

***

Version two
Molecular formula: C5H14
Method: DFT, ωB97M-V with the def2-TZVPD basis set

Calculated values
* highest occupied orbital energy: -11.078 eV
* M: 74.167 g/mol
* total charge: 0
* E_LUMO: 1.11 eV
* SMILES: CCC.CC
* HOMO-LUMO gap: 12.18 eV

Geometry as XYZ:
```
19
Properties=species:S:1:pos:R:3:lowdin_charge:R:1
C 0.370 -0.270 -2.362 -0.1314
C -0.839 0.655 -2.292 -0.3137
C -1.716 0.379 -1.069 -0.1358
H 0.744 -0.626 -1.400 0.0569
H 1.187 0.339 -2.776 0.0675
H 0.318 -1.198 -2.933 0.0682
H -0.635 1.702 -2.463 0.0944
H -1.493 0.321 -3.115 0.0976
H -1.388 0.933 -0.191 0.0624
H -2.733 0.739 -1.272 0.0646
H -1.833 -0.692 -0.928 0.0714
C 0.468 -0.743 2.358 -0.1770
C 1.554 0.225 2.760 -0.1736
H 0.008 -0.655 1.377 0.0375
H 0.702 -1.803 2.543 0.0672
H -0.361 -0.728 3.076 0.0624
H 1.412 1.227 2.362 0.0604
H 1.642 0.205 3.839 0.0579
H 2.594 -0.008 2.488 0.0631
```

***

Version three
Molecular formula: C5H14
Method: DFT, ωB97M-V with the def2-TZVPD basis set

Calculated values
* highest occupied orbital energy: -11.182 eV
* M: 74.167 g/mol
* total charge: 0
* E_LUMO: 1.13 eV
* SMILES: CCC.CC
* HOMO-LUMO gap: 12.31 eV

Geometry as XYZ:
```
19
Properties=species:S:1:pos:R:3:lowdin_charge:R:1
C -2.038 0.257 0.402 -0.1401
C -1.189 -0.993 0.557 -0.3208
C -1.302 -1.784 -0.747 -0.1297
H -3.096 0.017 0.578 0.0730
H -1.948 0.821 -0.537 0.0735
H -1.781 1.012 1.157 0.0632
H -0.157 -0.770 0.826 0.0690
H -1.453 -1.613 1.422 0.1021
H -0.998 -2.831 -0.530 0.0751
H -2.345 -1.934 -1.050 0.0686
H -0.802 -1.281 -1.567 0.0642
C 2.539 0.639 0.370 -0.1676
C 1.755 1.582 -0.534 -0.1753
H 2.923 1.351 1.110 0.0663
H 1.968 -0.202 0.736 0.0404
H 3.436 0.213 -0.103 0.0634
H 1.190 1.026 -1.262 0.0464
H 2.287 2.439 -0.957 0.0671
H 1.012 2.050 0.128 0.0611
```

***

Version four
Molecular formula: C5H14
Method: DFT, ωB97M-V with the def2-TZVPD basis set

Calculated values
* highest occupied orbital energy: -11.408 eV
* M: 74.167 g/mol
* total charge: 0
* E_LUMO: 1.14 eV
* SMILES: CCC.CC
* HOMO-LUMO gap: 12.54 eV

Geometry as XYZ:
```
19
Properties=species:S:1:pos:R:3:lowdin_charge:R:1
C -1.162 0.705 -2.959 -0.1204
C -1.783 -0.272 -1.932 -0.3137
C -0.914 -0.406 -0.672 -0.1320
H -0.200 0.263 -3.219 0.0658
H -0.986 1.689 -2.531 0.0666
H -1.758 0.731 -3.865 0.0618
H -2.821 -0.095 -1.671 0.0944
H -1.713 -1.228 -2.441 0.0885
H 0.133 -0.440 -0.949 0.0649
H -0.998 0.491 -0.071 0.0569
H -1.253 -1.268 -0.107 0.0681
C 1.624 -0.616 3.052 -0.1680
C 1.742 0.590 2.152 -0.1826
H 1.256 -1.460 2.455 0.0638
H 2.565 -0.930 3.483 0.0572
H 0.900 -0.489 3.861 0.0626
H 0.844 0.869 1.595 0.0433
H 2.147 1.521 2.532 0.0583
H 2.376 0.345 1.287 0.0646
```

***

The structure with the least stability is version one.

***

Version one
Molecular formula: C5H14
Method: DFT, ωB97M-V with the def2-TZVPD basis set

Calculated values
* highest occupied orbital energy: -10.974 eV
* M: 74.167 g/mol
* total charge: 0
* E_LUMO: 1.13 eV
* SMILES: CCC.CC
* HOMO-LUMO gap: 12.10 eV

Geometry as XYZ:
```
19
Properties=species:S:1:pos:R:3:lowdin_charge:R:1
C -1.578 -0.620 -0.326 -0.1408
C -0.890 -1.016 0.988 -0.3369
C -1.044 -2.469 1.337 -0.1231
H -2.676 -0.739 -0.263 0.0739
H -1.160 -1.052 -1.227 0.0715
H -1.699 0.453 -0.478 0.0483
H 0.185 -0.770 0.881 0.0821
H -1.134 -0.246 1.719 0.1025
H -2.095 -2.595 1.638 0.0754
H -0.924 -3.117 0.476 0.0722
H -0.402 -2.703 2.181 0.0686
C 1.147 1.335 -1.066 -0.1654
C 2.225 2.391 -0.639 -0.1493
H 1.397 0.361 -0.659 0.0489
H 0.172 1.617 -0.681 0.0417
H 1.091 1.330 -2.151 0.0631
H 2.409 2.309 0.424 0.0547
H 1.895 3.396 -0.892 0.0566
H 3.081 2.134 -1.260 0.0560
```

***

Version two
Molecular formula: C5H14
Method: DFT, ωB97M-V with the def2-TZVPD basis set

Calculated values
* highest occupied orbital energy: -11.158 eV
* M: 74.167 g/mol
* total charge: 0
* E_LUMO: 1.07 eV
* SMILES: CCC.CC
* HOMO-LUMO gap: 12.23 eV

Geometry as XYZ:
```
19
Properties=species:S:1:pos:R:3:lowdin_charge:R:1
C -1.879 0.240 -0.174 -0.1188
C -1.289 1.404 -1.107 -0.3170
C -1.358 1.228 -2.593 -0.1547
H -2.940 0.406 0.052 0.0601
H -1.297 0.232 0.811 0.0704
H -1.799 -0.764 -0.402 0.0180
H -2.068 2.199 -0.814 0.1143
H -0.260 1.699 -0.805 0.0969
H -2.442 1.314 -2.947 0.0945
H -0.958 2.199 -2.908 0.0633
H -0.794 0.377 -2.975 0.0702
C 2.522 -1.961 1.908 -0.1717
C 1.821 -0.649 1.612 -0.1828
H 2.835 -1.912 2.862 0.0048
H 1.693 -2.726 1.672 0.0977
H 3.483 -2.136 1.318 0.0878
H 2.428 0.113 1.063 0.0826
H 1.365 -0.394 2.487 0.0234
H 0.940 -0.870 0.940 0.0609
```

***

Version three
Molecular formula: C5H14
Method: DFT, ωB97M-V with the def2-TZVPD basis set

Calculated values
* highest occupied orbital energy: -10.478 eV
* M: 74.167 g/mol
* total charge: 0
* E_LUMO: 1.12 eV
* SMILES: CCC.CC
* HOMO-LUMO gap: 11.60 eV

Geometry as XYZ:
```
19
Properties=species:S:1:pos:R:3:lowdin_charge:R:1
C 0.221 2.134 1.055 -0.1049
C 0.621 0.852 1.849 -0.2905
C 0.583 -0.528 1.185 -0.1314
H 1.172 2.725 1.144 0.0772
H 0.010 2.046 0.031 0.0254
H -0.659 2.629 1.539 0.0771
H -0.154 0.746 2.638 0.0971
H 1.646 0.953 2.257 0.0969
H -0.347 -1.129 1.373 0.0800
H 1.307 -1.155 1.668 0.0589
H 0.559 -0.592 0.105 0.0062
C -1.080 -1.639 -1.682 -0.1970
C -0.226 -0.521 -2.106 -0.2085
H -1.763 -1.441 -0.882 0.0501
H -1.724 -1.904 -2.474 0.0407
H -0.458 -2.603 -1.316 0.1269
H -0.826 0.341 -2.401 0.0790
H 0.407 -0.064 -1.336 0.0176
H 0.710 -0.848 -2.647 0.0993
```

***

The structure with the least stability is version three.

***

Version one
Molecular formula: C3H11N2O
Method: DFT, ωB97M-V with the def2-TZVPD basis set

Calculated values
* highest occupied orbital energy: -14.151 eV
* M: 91.134 g/mol
* total charge: +1
* E_LUMO: -3.55 eV
* HOMO-LUMO gap: 10.60 eV

Geometry as XYZ:
```
17
Properties=species:S:1:pos:R:3:lowdin_charge:R:1
C -2.149 0.866 -0.027 0.0036
N -0.820 1.361 0.489 0.1321
H -1.988 -0.093 -0.509 0.0912
H -2.825 0.741 0.813 0.1028
H -2.544 1.597 -0.725 0.1033
H -0.039 1.005 -0.115 0.0915
H -0.657 1.019 1.437 0.1595
H -0.788 2.380 0.523 0.1655
C 1.686 -1.364 0.783 0.0056
C 0.892 -1.270 -0.497 -0.5608
N 1.028 -0.027 -1.196 0.0917
O 0.134 -2.103 -0.897 0.1106
H 2.449 -0.595 0.847 0.0814
H 2.098 -2.362 0.917 0.1010
H 1.000 -1.226 1.622 0.0871
H 2.005 0.177 -1.392 0.1169
H 0.518 -0.106 -2.073 0.1170
```

***

Version two
Molecular formula: C3H11N2O
Method: DFT, ωB97M-V with the def2-TZVPD basis set

Calculated values
* highest occupied orbital energy: -14.995 eV
* M: 91.134 g/mol
* total charge: +1
* E_LUMO: -3.09 eV
* HOMO-LUMO gap: 11.91 eV

Geometry as XYZ:
```
17
Properties=species:S:1:pos:R:3:lowdin_charge:R:1
C 2.063 -0.884 0.724 -0.0647
C 0.606 -1.198 0.410 -0.1826
N 0.137 -0.254 -0.636 0.0596
C -1.095 -0.037 -0.963 -0.1734
N -1.490 0.706 -1.968 0.1955
H 2.710 -1.128 -0.104 0.0807
H 2.395 -1.513 1.552 0.0909
H 2.160 0.138 1.068 0.0820
H -0.019 -1.014 1.276 0.1185
H 0.486 -2.198 0.024 0.1227
H 0.840 0.202 -1.210 0.1695
H -1.862 -0.486 -0.338 0.1710
H -0.870 1.020 -2.698 0.1400
H -2.482 0.802 -2.114 0.1348
H -1.923 2.086 1.400 0.0503
H -0.588 2.111 2.136 0.0558
O -1.068 1.647 1.441 -0.0505
```

***

The structure with the least stability is version one.